# C30H30Cl5MoN4O5SeSi

C30H30Cl5MoN4O5SeSi as an isolated structure in a non-equilibrium geometry (ωB97M-V/def2-TZVPD, the Open Molecules 2025 dataset).

Structure (XYZ):
```
77
Properties=species:S:1:pos:R:3:lowdin_charge:R:1
Mo 1.28 1.04 -0.20 1.88
Cl 2.15 1.96 -2.98 0.84
C 1.01 3.08 -2.32 -0.67
C 0.40 2.68 -1.14 -0.31
C -0.65 3.47 -0.63 -0.64
Cl -1.61 2.96 0.71 0.81
C -0.97 4.68 -1.24 -0.69
Cl -2.19 5.67 -0.60 0.80
C -0.29 5.07 -2.42 -0.66
Cl -0.70 6.51 -3.18 0.86
C 0.70 4.25 -2.98 -0.69
Cl 1.49 4.67 -4.42 0.82
C 3.14 -4.04 -0.27 0.05
N 3.06 -2.61 -0.61 -0.05
C 4.02 -1.90 -1.30 0.03
C 3.54 -0.65 -1.46 -0.10
N 2.27 -0.61 -0.89 -0.13
C 2.03 -1.83 -0.37 -0.10
H 4.18 -4.31 -0.12 0.11
H 2.73 -4.64 -1.08 0.11
H 2.58 -4.23 0.65 0.11
H 4.96 -2.33 -1.59 0.16
H 4.00 0.19 -1.95 0.10
H 1.13 -2.13 0.13 0.15
N 2.70 1.88 4.65 0.20
C 1.24 1.66 4.35 -0.09
C 1.02 0.87 3.07 -0.17
N 1.04 1.75 1.86 -0.06
H 3.14 1.03 5.00 0.18
H 2.84 2.61 5.36 0.19
H 3.23 2.17 3.79 0.09
H 0.75 2.63 4.32 0.15
H 0.81 1.11 5.19 0.15
H 0.07 0.37 3.11 0.10
H 1.80 0.11 2.95 0.10
H 1.85 2.39 1.96 0.07
H 0.19 2.32 1.86 0.02
O -0.19 0.12 -0.02 -0.45
Si -1.68 -0.93 -0.35 0.71
C -2.99 0.19 -0.97 -0.27
C -4.31 0.02 -0.53 -0.07
C -5.33 0.78 -1.09 -0.04
C -5.05 1.70 -2.08 -0.04
C -3.75 1.87 -2.54 -0.06
C -2.73 1.11 -1.99 -0.12
C -1.92 -1.74 1.28 -0.26
C -2.15 -0.93 2.40 -0.13
C -2.40 -1.50 3.65 -0.06
C -2.43 -2.88 3.78 -0.04
C -2.25 -3.69 2.68 -0.04
C -1.99 -3.13 1.44 -0.07
C -1.01 -1.94 -1.76 -0.24
C -0.17 -1.33 -2.71 -0.14
C 0.27 -2.00 -3.84 -0.05
C -0.16 -3.30 -4.07 -0.04
C -1.03 -3.91 -3.18 -0.04
C -1.45 -3.24 -2.03 -0.07
H -4.54 -0.69 0.25 0.11
H -6.35 0.64 -0.74 0.12
H -5.85 2.30 -2.50 0.12
H -3.54 2.57 -3.33 0.12
H -1.73 1.21 -2.40 0.09
H -2.20 0.14 2.28 0.09
H -2.59 -0.86 4.50 0.12
H -2.63 -3.32 4.75 0.12
H -2.32 -4.77 2.78 0.12
H -1.82 -3.78 0.59 0.09
H 0.10 -0.28 -2.60 0.05
H 0.93 -1.51 -4.54 0.12
H 0.17 -3.83 -4.95 0.12
H -1.40 -4.91 -3.38 0.12
H -2.14 -3.74 -1.37 0.10
O 3.42 0.11 1.60 -0.45
Se 4.13 1.51 1.16 0.97
O 5.55 1.48 0.47 -0.31
O 2.85 1.93 -0.09 -0.61
O 3.76 2.67 2.25 -0.42
```

* highest occupied orbital energy: -16.194 eV
* E_LUMO: -0.4250 Ha
* frontier orbital gap: 4.6 eV
* 2S+1: 1
* ΔE to the lowest compared entry with this formula, charge and spin: 2.375 eV
* total charge: +3